Entry 1:
The following is a quantum chemistry calculation of C5H9IO3S as an isolated structure in a non-equilibrium geometry, from the Open Molecules 2025 dataset.

Geometry as ORCA input:
```
! wB97M-V def2-TZVPD RIJCOSX def2/J DEFGRID3
* xyz 0 1
C 1.3291 1.3858 0.2994
C 1.8483 2.0115 -0.9538
C -1.8889 -1.9274 -0.1168
C -0.9614 -1.0661 0.7055
C 2.0445 0.2434 0.8570
O 0.2891 1.7232 0.8399
O 1.2390 -2.5982 0.5962
O 0.7537 -1.1750 -1.3553
S 0.7232 -1.3754 0.0624
I 3.8696 -0.4332 0.1012
H 1.7659 1.2795 -1.7589
H 1.2581 2.8907 -1.1963
H 2.8972 2.2828 -0.8486
H -2.9177 -1.7940 0.2172
H -1.8213 -1.6527 -1.1682
H -1.6198 -2.9783 -0.0128
H -0.9280 -1.3473 1.7534
H -1.1490 -0.0023 0.5938
H 1.9407 0.0738 1.9201
*
```

ΔE to the lowest compared entry with this formula, charge and spin, eV: 0.193
HOMO level, eV: -9.40
Gap between HOMO and LUMO, eV: 9.013

=====

Entry 2:
The following is a quantum chemistry calculation of C5H9InNO5P2SV as an isolated structure in a non-equilibrium geometry, from the Open Molecules 2025 dataset.

Geometry as ORCA input:
```
! wB97M-V def2-TZVPD RIJCOSX def2/J DEFGRID3
* xyz 0 1
O -2.3742 0.8748 -3.2098
P -0.8033 0.7408 -3.3908
In 0.4581 0.1670 -1.2531
C -0.3816 1.2801 0.5929
C -1.9669 1.6146 0.4944
C -2.6201 2.3782 1.8320
C -1.4585 2.6270 2.9976
C 0.1182 2.2402 2.8739
N 0.6307 1.5597 1.6458
P -0.0199 -2.3241 -0.7581
O 0.5299 -3.3876 -2.0212
O 0.7669 -2.6171 0.8056
S -1.9684 -2.4302 -0.4390
H -0.2051 1.9089 -4.0422
H -0.6043 -0.3953 -4.2976
H 2.2119 0.5290 -1.3995
H -2.6207 1.3340 -0.4399
H -3.7489 2.6624 1.9408
H -1.8011 3.1624 4.0028
H 0.8334 2.5126 3.7834
H 1.4757 -3.7034 -1.8628
H 0.6881 -1.7039 1.2563
O 2.5538 -2.7271 0.3541
V 4.2867 -3.0101 0.2962
O 6.0196 -3.2931 0.2382
*
```

HOMO level, eV: -8.17
Gap between HOMO and LUMO, eV: 2.539

=====

Entry 3:
The following is a quantum chemistry calculation of C5H9LaMgO3 as an isolated structure in a non-equilibrium geometry, from the Open Molecules 2025 dataset.

Geometry as ORCA input:
```
! wB97M-V def2-TZVPD RIJCOSX def2/J DEFGRID3
* xyz 1 2
O -0.7186 -0.4277 2.8388
Mg 0.7009 -1.3952 3.8862
C -2.0261 1.3789 2.0349
C -0.9840 0.5238 2.0084
O -0.0975 0.4774 0.9224
C -0.5280 0.9081 -0.3643
C 0.5214 0.4422 -1.3429
O 0.7629 -0.9424 -1.1008
C 1.4912 -1.5888 -2.1392
La 1.1111 -1.7551 1.1447
H -2.8616 1.2693 1.3489
H -1.8932 2.3364 2.5352
H -0.6079 2.0030 -0.3911
H -1.5075 0.4694 -0.6015
H 1.4633 0.9988 -1.2174
H 0.1559 0.5858 -2.3697
H 1.7131 -2.6072 -1.8023
H 0.8773 -1.6286 -3.0491
H 2.4273 -1.0483 -2.3412
*
```

HOMO level (spin up / spin down), eV: -9.63 / -9.59
Gap between HOMO and LUMO (spin up / spin down), eV: 5.442 / 5.330
⟨S²⟩: 0.755

=====

Entry 4:
The following is a quantum chemistry calculation of C5H9LuO3 as an isolated structure in a non-equilibrium geometry, from the Open Molecules 2025 dataset.

Geometry as ORCA input:
```
! wB97M-V def2-TZVPD RIJCOSX def2/J DEFGRID3
* xyz 1 2
H 1.1691 0.9724 0.2516
C -2.4671 -2.3420 -0.4108
O -1.3847 -1.5087 -0.7342
C -0.1930 -1.8765 -0.0837
C 0.9070 -0.9409 -0.4444
H -3.3477 -1.9735 -0.9503
H -2.2684 -3.3871 -0.7072
H -2.6785 -2.3185 0.6737
H 0.0751 -2.9187 -0.3501
H -0.3500 -1.8713 1.0172
H 0.9448 -0.6648 -1.5020
H 1.9025 -1.2930 -0.1602
O 1.8112 2.5076 1.8739
C 1.3263 2.2364 0.6517
C 1.0012 3.2403 -0.2019
O 0.9868 4.5338 0.2217
Lu 1.9060 4.5733 2.0771
H 0.6593 3.0314 -1.2221
*
```

ΔE to the lowest compared entry with this formula, charge and spin, eV: 1.926
HOMO level (spin up / spin down), eV: -10.93 / -11.45
Gap between HOMO and LUMO (spin up / spin down), eV: 4.178 / 4.665
⟨S²⟩: 0.754

=====

Entry 5:
The following is a quantum chemistry calculation of C5H9MgO4Rh as an isolated structure in a non-equilibrium geometry, from the Open Molecules 2025 dataset.

Geometry as ORCA input:
```
! wB97M-V def2-TZVPD RIJCOSX def2/J DEFGRID3
* xyz 1 6
O 2.2707 1.3990 0.8289
C 1.6174 0.3333 1.2475
C 0.5033 -0.1410 0.6426
O -0.0471 0.7416 -0.3071
C -0.4137 0.1986 -1.5750
C -0.6811 1.3686 -2.4882
O 0.4402 2.2598 -2.4005
C 0.4570 3.2547 -3.4265
Rh 1.2326 2.2953 -0.5539
H 2.0406 -0.2326 2.0885
H -1.3116 -0.4271 -1.4801
H 0.4205 -0.4131 -1.9514
H -1.5909 1.9130 -2.1952
H -0.7890 1.0148 -3.5224
H 1.3338 3.8887 -3.2626
H 0.5313 2.7642 -4.4053
H -0.4590 3.8589 -3.3738
H 0.0745 -1.2334 0.7673
Mg -0.9767 -1.6779 2.2766
O -0.5743 -3.3314 1.5625
*
```

ΔE to the lowest compared entry with this formula, charge and spin, eV: 3.195
HOMO level (spin up / spin down), eV: -9.07 / -12.52
Gap between HOMO and LUMO (spin up / spin down), eV: 5.171 / 6.085
⟨S²⟩: 8.763

=====

Entry 6:
The following is a quantum chemistry calculation of C5H9N as an isolated structure, from the Open Molecules 2025 dataset.

Geometry as ORCA input:
```
! wB97M-V def2-TZVPD RIJCOSX def2/J DEFGRID3
* xyz 0 1
C 0.6494 -0.2717 1.6742
C 0.3890 -0.4151 0.1850
C -1.0734 -0.4623 -0.2698
C -0.9584 0.3907 -1.5431
C 0.3228 1.0550 -1.1116
N 1.1489 1.9520 -1.1298
H 0.2860 -1.1440 2.2346
H 1.7187 -0.1714 1.8950
H 0.1425 0.6141 2.0778
H 0.9793 -1.2237 -0.2621
H 1.2057 0.9161 -0.2610
H -1.4675 -1.4680 -0.4450
H -1.7136 0.0351 0.4673
H -1.7653 1.1002 -1.7538
H -0.7715 -0.2107 -2.4399
*
```

ΔE to the lowest compared entry with this formula, charge and spin, eV: 4.592
HOMO level, eV: -7.81
Gap between HOMO and LUMO, eV: 8.861

=====

| no. | E_tot (eV) |
| --- | --- |
| 1 | -30407.760 |
| 2 | -77314.807 |
| 3 | -17765.944 |
| 4 | -45082.066 |
| 5 | -21958.567 |
| 6 | -6816.403 |